1.
The following is a quantum chemistry calculation of a 3-piece molecular cluster, C3H14N2O2 overall in a non-equilibrium geometry, from the Open Molecules 2025 dataset.

Values from the calculation:
E_tot   -10412.686 eV
Energy relative to the best compared isomer or geometry (same formula, charge and spin)   25.5 kcal/mol
Orbital gap   0.3455 Eh

Last column: Mulliken charge in e.
Positions of all 21 atoms, in Å:
C  -1.1662  -0.2537  2.8656  -1.090
C  -0.3429  0.2337  1.6657  -0.364
N  -0.9103  -0.1931  0.3872  -0.428
C  -0.1937  0.5252  -0.6816  -0.501
N  -0.5830  0.0721  -1.9598  -0.491
H  -2.2325  -0.2477  2.6651  0.315
H  -1.0248  0.3660  3.7538  0.338
H  -0.7780  -1.2246  3.1722  0.261
H  -0.3128  1.3331  1.6591  0.416
H  0.6556  -0.1830  1.7731  0.265
H  -1.8838  -0.0791  0.1570  0.237
H  0.8790  0.4121  -0.4615  0.263
H  -0.3608  1.6070  -0.5728  0.425
H  -0.3877  -0.8528  -2.2720  0.182
H  -0.5818  0.7330  -2.7290  0.199
H  2.4825  2.2440  -2.8184  0.318
H  2.2233  2.1056  -4.3073  0.317
O  2.3989  1.5735  -3.5169  -0.639
H  1.2970  -3.2071  0.5477  0.305
H  0.2773  -2.1086  0.6111  0.323
O  0.5446  -2.8555  0.0617  -0.652

---

2.
The following is a quantum chemistry calculation of a 4-piece molecular cluster, C3H14N2O2S overall in a non-equilibrium geometry, from the Open Molecules 2025 dataset.

Values from the calculation:
E_tot   -21243.216 eV
Energy relative to the best compared isomer or geometry (same formula, charge and spin)   119.0 kcal/mol
Orbital gap   0.2483 Eh

Last column: Mulliken charge in e.
Positions of all 22 atoms, in Å:
C  -0.2069  0.7606  -1.6649  -0.916
C  1.1591  -0.1199  -1.6034  -0.281
S  1.0649  -1.7589  -0.6848  -0.188
N  -0.9706  1.2042  -0.4520  -0.348
C  -1.0168  0.3889  0.8952  -0.609
N  0.2784  -0.0501  1.5284  -0.503
H  -0.9770  0.2489  -2.2805  0.431
H  -0.1258  1.7742  -2.0993  0.414
H  1.4308  -0.2752  -2.6512  0.367
H  2.0619  0.2965  -1.1175  0.247
H  -1.2127  -1.5455  -0.9675  0.190
H  -0.5709  2.0833  -0.1111  0.346
H  -1.7131  -0.4401  0.6301  0.382
H  -1.5505  0.9803  1.6812  0.395
H  0.7813  -0.8870  1.1227  0.130
H  0.1290  -0.4125  2.4729  0.284
H  -0.7940  -2.2900  0.5661  -0.042
H  -1.8742  -3.2167  0.9922  0.322
O  -1.4583  -2.4200  1.2753  -0.640
H  2.5503  2.2394  0.9223  0.274
H  1.3891  1.2657  0.8243  0.353
O  1.6262  2.1739  0.7215  -0.608

---

3.
The following is a quantum chemistry calculation of a 2-piece molecular cluster, C3H14N3O overall, from the Open Molecules 2025 dataset.

Values from the calculation:
E_tot   -9849.497 eV
Net charge   +1
Energy relative to the best compared isomer or geometry (same formula, charge and spin)   5.7 kcal/mol
Orbital gap   0.3795 Eh

Last column: Mulliken charge in e.
Positions of all 21 atoms, in Å:
N  0.7944  -1.5117  -2.0123  -0.496
C  -0.5870  -1.5376  -1.6733  -0.352
O  -1.2734  -0.2242  -1.6674  -0.643
H  0.9685  -1.0087  -2.8828  0.255
H  1.3684  -1.0396  -1.3139  0.211
H  -1.0979  -2.1693  -2.3958  0.315
H  -0.7555  -1.9013  -0.6641  0.358
H  -1.2619  0.0384  -2.5899  0.288
N  -1.2634  1.4404  0.4948  -0.150
C  0.0959  1.4243  1.1314  -0.617
C  0.4973  0.0935  1.7513  -0.327
N  1.8839  0.2272  2.1853  -0.627
H  -1.2294  0.8661  -0.3891  0.241
H  -1.9751  1.0078  1.0902  0.381
H  -1.5903  2.3818  0.2636  0.404
H  0.7960  1.7348  0.3573  0.310
H  0.0892  2.1719  1.9233  0.348
H  -0.1882  -0.0967  2.5777  0.419
H  0.3939  -0.7341  1.0356  0.180
H  2.1042  -0.5444  2.7970  0.261
H  2.4960  0.1325  1.3814  0.242

---

4.
The following is a quantum chemistry calculation of a 2-piece molecular cluster, C3H14N5 overall in a non-equilibrium geometry, from the Open Molecules 2025 dataset.

Values from the calculation:
E_tot   -10777.173 eV
Net charge   +1
Energy relative to the best compared isomer or geometry (same formula, charge and spin)   152.3 kcal/mol
Orbital gap   0.2010 Eh

Last column: Mulliken charge in e.
Positions of all 22 atoms, in Å:
N  -1.1931  -0.3841  1.3176  -0.494
C  -1.4547  0.3303  -0.0347  0.161
N  -2.4934  1.2168  0.3214  -0.596
N  -1.6627  0.0653  -1.4487  -0.452
H  -1.8995  -1.1321  1.2902  0.373
H  -0.3854  -0.9444  1.0103  0.220
H  -3.2727  0.5629  0.4468  0.366
H  -2.2917  1.5139  1.2797  0.325
H  -2.6079  -0.3419  -1.4703  0.307
H  -1.7617  1.0224  -1.7833  0.323
N  0.8012  -1.4798  -1.0488  -0.537
C  1.8032  -0.9410  -0.1310  -0.693
C  1.8470  0.5810  -0.2879  -0.038
N  2.2490  1.1444  0.9879  -0.619
H  -0.1032  -1.0514  -0.9187  0.287
H  0.6775  -2.4784  -0.9128  0.299
H  2.8051  -1.3205  -0.3446  0.399
H  1.6366  -1.2262  0.9204  0.347
H  2.5537  0.7507  -1.0984  0.403
H  0.8223  0.8876  -0.6188  0.119
H  2.5030  2.1283  0.9388  0.257
H  1.4274  1.0961  1.5848  0.243

---

5.
The following is a quantum chemistry calculation of a 3-piece molecular cluster, C3H14NO2 overall in a non-equilibrium geometry, from the Open Molecules 2025 dataset.

Values from the calculation:
E_tot   -8920.182 eV
⟨S²⟩   0.7504
Energy relative to the best compared isomer or geometry (same formula, charge and spin)   3.5 kcal/mol
Multiplicity   2
Orbital gap (alpha / beta)   0.1305 / 0.4580 Eh

Last column: Mulliken charge in e.
Positions of all 20 atoms, in Å:
C  0.4217  -0.2926  -0.7433  -1.289
C  -0.1992  0.8164  -1.5947  -0.400
C  0.9434  1.4876  -2.4000  -1.192
N  -0.3250  -0.6959  0.5004  -0.336
H  1.3612  0.1121  -0.3607  0.361
H  0.5642  -1.1963  -1.3286  0.216
H  -0.9552  0.3847  -2.2450  0.356
H  -0.6349  1.5847  -0.9538  0.388
H  1.3677  0.7632  -3.0958  0.330
H  1.7410  1.7687  -1.7152  0.354
H  0.5416  2.3427  -2.9353  0.356
H  -1.3063  -0.8733  0.2174  0.550
H  -0.4450  0.1599  1.0676  0.145
H  0.1046  -1.4555  1.0712  0.825
H  -1.4201  0.9826  3.0640  0.438
H  -1.0601  2.3590  2.4696  0.430
O  -1.4264  1.4963  2.2182  -1.166
H  -0.0376  -3.7973  1.7925  0.407
H  0.4435  -3.0157  2.9648  0.504
O  0.3211  -2.9311  2.0067  -1.277

---

6.
The following is a quantum chemistry calculation of a 3-piece molecular cluster, C3H14NO2 overall in a non-equilibrium geometry, from the Open Molecules 2025 dataset.

Values from the calculation:
E_tot   -8915.694 eV
Net charge   +1
Energy relative to the best compared isomer or geometry (same formula, charge and spin)   48.2 kcal/mol
Orbital gap   0.4270 Eh

Last column: Mulliken charge in e.
Positions of all 20 atoms, in Å:
C  -0.1618  0.9922  0.1265  -0.662
C  -0.7806  0.8282  -1.3804  -0.058
C  -2.2457  1.1908  -1.1085  -1.292
N  0.6047  -0.2007  0.6031  -0.290
H  -1.0379  1.0513  0.8994  0.365
H  0.4717  1.9480  0.1624  0.288
H  -0.5636  1.5252  -2.2408  0.303
H  -0.6982  -0.2613  -1.8006  0.175
H  -2.4412  2.2393  -0.7649  0.322
H  -2.7039  0.4832  -0.3416  0.362
H  -2.9285  0.8159  -1.9375  0.359
H  0.8449  -0.2038  1.6463  0.416
H  1.4055  -0.4156  0.0825  0.327
H  0.2009  -1.1445  0.6317  0.373
H  1.3457  -3.5258  -0.7864  0.298
H  1.4069  -2.6977  -1.8626  0.309
O  0.9393  -2.7023  -1.0707  -0.592
H  2.0383  0.7521  3.4449  0.316
H  2.4106  -0.7361  2.9499  0.319
O  1.8928  0.0618  2.7473  -0.637